DFT (ωB97M-V/def2-TZVPD) results for C19H21NO2 in the gas phase.

Summary:
HOMO-LUMO gap: 8.43 eV
HOMO: -7.8 eV
Structure (SMILES): C=CCN1CCc2cc(O)c(O)cc2[C@@H](c2ccccc2)C1
Energy: -25628.3089 eV

Atoms and positions in Å:
C -1.324 1.851 3.742
C -1.373 1.842 2.424
C -2.475 1.230 1.614
N -1.932 0.524 0.469
C -2.915 0.278 -0.565
C -2.248 -0.102 -1.900
C -0.871 0.490 -1.984
C -0.605 1.528 -2.862
C 0.656 2.096 -2.940
O 0.902 3.114 -3.809
C 1.669 1.603 -2.114
O 2.912 2.189 -2.224
C 1.406 0.569 -1.234
C 0.141 0.006 -1.153
C -0.189 -1.131 -0.210
C 1.032 -1.772 0.397
C 1.770 -1.163 1.407
C 2.902 -1.770 1.922
C 3.321 -2.996 1.433
C 2.600 -3.610 0.425
C 1.467 -3.001 -0.086
C -1.195 -0.657 0.868
H -0.523 2.329 4.281
H -2.091 1.389 4.341
H -0.600 2.309 1.828
H -3.108 0.585 2.251
H -3.105 2.043 1.234
H -3.639 -0.504 -0.271
H -3.468 1.209 -0.709
H -2.864 0.263 -2.722
H -2.189 -1.189 -1.992
H -1.378 1.918 -3.506
H 1.830 3.363 -3.710
H 3.516 1.758 -1.612
H 2.209 0.200 -0.611
H -0.682 -1.903 -0.813
H 1.465 -0.200 1.792
H 3.462 -1.282 2.706
H 4.205 -3.469 1.836
H 2.918 -4.565 0.035
H 0.913 -3.488 -0.876
H -1.873 -1.494 1.122
H -0.649 -0.394 1.776


DFT (ωB97M-V/def2-TZVPD) results for C19H21NO5S in the gas phase at a distorted geometry.

Summary:
HOMO-LUMO gap: 8.27 eV
HOMO: -8.4 eV
Structure (SMILES): COc1cccc(CN(C(=O)/C=C/c2ccco2)[C@@H]2CCS(=O)(=O)C2)c1
Energy: -42605.3011 eV

Atoms and positions in Å:
C -1.563 -2.409 -2.794
O -1.552 -3.284 -1.692
C -0.973 -2.866 -0.533
C -1.031 -3.758 0.538
C -0.476 -3.412 1.752
C 0.132 -2.179 1.922
C 0.195 -1.285 0.863
C 0.860 0.057 1.088
N 0.828 0.950 -0.052
C -0.313 1.519 -0.551
O -0.273 2.242 -1.538
C -1.576 1.210 0.136
C -2.726 1.715 -0.339
C -4.022 1.467 0.212
C -4.450 0.673 1.255
C -5.848 0.828 1.325
C -6.177 1.701 0.328
O -5.090 2.087 -0.346
C 2.076 1.233 -0.735
C 2.691 -0.061 -1.337
C 4.199 0.009 -1.278
S 4.432 0.711 0.380
O 4.064 -0.267 1.370
O 5.703 1.359 0.531
C 3.086 1.918 0.187
C -0.349 -1.635 -0.366
H -2.077 -1.472 -2.561
H -0.549 -2.189 -3.145
H -2.106 -2.933 -3.579
H -1.515 -4.710 0.390
H -0.521 -4.106 2.577
H 0.564 -1.910 2.874
H 1.907 -0.121 1.354
H 0.395 0.544 1.954
H -1.575 0.564 0.995
H -2.691 2.360 -1.207
H -3.840 0.054 1.881
H -6.517 0.360 2.017
H -7.120 2.104 0.015
H 1.799 1.917 -1.546
H 2.365 -0.918 -0.746
H 2.331 -0.196 -2.358
H 4.681 -0.959 -1.352
H 4.632 0.712 -1.983
H 3.535 2.797 -0.262
H 2.672 2.172 1.157
H -0.294 -0.938 -1.186


DFT (ωB97M-V/def2-TZVPD) results for a molecular structure, C19H22Cl6N8O4Sc at a distorted geometry.

Summary:
HOMO-LUMO gap: 6.59 eV
Net charge: +1
HOMO: -10.3 eV
Energy: -135999.3953 eV

Atoms and positions in Å:
Sc -0.052 -0.097 -0.322
Cl -1.632 -1.069 2.204
C -1.680 -2.364 0.998
C -0.773 -2.286 -0.107
C -0.600 -3.460 -0.872
Cl 0.550 -3.613 -2.160
C -1.343 -4.637 -0.481
Cl -0.634 -6.187 -0.867
C -2.429 -4.523 0.383
Cl -3.400 -5.932 0.606
C -2.636 -3.356 1.111
Cl -3.958 -3.194 2.191
N 2.018 -1.534 0.385
N 3.235 -1.224 -0.256
C 3.117 -0.385 -1.284
N 4.167 -0.216 -2.127
N 1.905 0.169 -1.378
N 1.696 1.346 -2.155
O 0.524 1.777 -1.882
O 2.598 1.920 -2.779
H 2.242 -1.363 1.367
H 1.769 -2.539 0.293
H 3.955 -1.963 -0.345
H 5.045 -0.569 -1.851
H 4.141 0.649 -2.688
Cl -5.393 -1.352 -5.387
C -4.008 -0.946 -4.497
C -2.755 -0.966 -5.109
C -1.617 -0.687 -4.429
C -1.605 -0.529 -3.021
O -0.551 -0.696 -2.309
C -2.924 -0.190 -2.432
C -3.007 0.193 -1.087
O -1.999 0.541 -0.364
C -4.124 -0.572 -3.159
H -2.780 -1.411 -6.109
H -0.643 -0.780 -4.922
H -3.999 0.315 -0.640
H -5.080 -0.597 -2.656
C 2.594 1.715 3.817
N 2.096 1.938 2.471
C 3.130 1.959 1.453
C 0.797 2.145 2.111
N 0.375 1.648 0.972
N 0.013 2.826 3.016
C 0.548 3.902 3.869
C -1.441 2.725 2.894
H 3.379 0.971 3.710
H 1.810 1.335 4.528
H 3.037 2.603 4.244
H 3.748 2.822 1.565
H 2.733 1.914 0.436
H 3.820 1.081 1.563
H -0.511 2.150 0.681
H 1.556 4.191 3.581
H 0.574 3.521 4.895
H -0.117 4.790 3.797
H -1.747 1.664 2.898
H -1.795 3.156 1.945
H -1.938 3.272 3.692


DFT (ωB97M-V/def2-TZVPD) results for a molecular structure, C19H22ClN2OReS4.

Summary:
HOMO-LUMO gap (alpha / beta): 6.34 / 6.56 eV
Net charge: +1
HOMO (alpha / beta): -11.2 / -11.3 eV
Energy: -83076.8052 eV
Multiplicity: 2

Atoms and positions in Å:
Re -1.861 -1.229 1.717
C -3.363 -1.425 4.539
C -2.586 -0.306 3.882
C -3.133 0.501 2.857
C -2.524 1.724 2.517
C -1.419 2.167 3.212
C -0.835 1.353 4.182
C -1.376 0.114 4.473
H -3.848 -1.023 5.432
H -2.704 -2.231 4.859
H -4.144 -1.821 3.898
H -4.109 0.254 2.462
H -2.966 2.325 1.734
H -0.986 3.131 2.985
H 0.053 1.686 4.702
H -0.927 -0.515 5.232
S -5.045 -1.162 -1.454
C -3.992 -1.310 -0.276
S -2.298 -0.618 -0.329
S -4.056 -2.075 1.295
C 0.419 2.452 -2.614
C 1.577 2.690 -1.655
C 1.440 1.944 -0.339
N 1.503 0.500 -0.605
C 1.003 -0.461 0.128
S 0.313 -0.106 1.687
N 1.038 -1.753 -0.290
C 1.220 -2.343 -1.578
O 0.634 -3.365 -1.798
C 2.119 -1.681 -2.564
C 3.419 -1.334 -2.202
C 4.264 -0.771 -3.148
C 3.801 -0.547 -4.439
C 2.507 -0.903 -4.795
C 1.663 -1.487 -3.863
H 0.564 2.994 -3.547
H -0.525 2.790 -2.182
H 0.303 1.397 -2.872
H 1.660 3.752 -1.421
H 2.526 2.413 -2.125
H 0.483 2.152 0.142
H 2.235 2.208 0.359
H 1.989 0.233 -1.455
H 0.602 -2.410 0.349
H 3.771 -1.516 -1.193
H 5.281 -0.517 -2.883
H 4.459 -0.104 -5.174
H 2.161 -0.738 -5.806
H 0.662 -1.794 -4.133
Cl -0.970 -3.231 2.097


DFT (ωB97M-V/def2-TZVPD) results for C19H22ClNO2 in the gas phase at a distorted geometry.

Summary:
HOMO-LUMO gap: 9.64 eV
HOMO: -9.0 eV
Structure (SMILES): CCCC[C@@H]1C[C@H]1[C@@H](NC(=O)c1ccco1)c1ccc(Cl)cc1
Energy: -38167.2857 eV

Atoms and positions in Å:
C 3.785 0.881 -0.643
C 3.944 1.974 0.407
C 2.719 2.878 0.560
C 1.466 2.147 1.063
C 0.545 1.732 -0.060
C -0.612 2.595 -0.461
C -0.859 1.290 0.241
C -1.402 0.089 -0.513
N -0.656 -1.094 -0.126
C 0.336 -1.602 -0.894
O 0.590 -1.208 -2.017
C 1.085 -2.697 -0.257
C 2.139 -3.429 -0.738
C 2.486 -4.339 0.283
C 1.623 -4.098 1.309
O 0.773 -3.109 0.998
C -2.887 -0.111 -0.315
C -3.730 0.983 -0.153
C -5.091 0.810 0.019
C -5.620 -0.470 0.029
Cl -7.321 -0.693 0.251
C -4.800 -1.572 -0.142
C -3.440 -1.386 -0.315
H 3.512 1.309 -1.605
H 3.021 0.163 -0.356
H 4.722 0.341 -0.764
H 4.798 2.600 0.135
H 4.171 1.515 1.373
H 2.978 3.671 1.266
H 2.496 3.353 -0.397
H 0.911 2.798 1.744
H 1.769 1.264 1.634
H 1.038 1.202 -0.864
H -0.863 2.665 -1.509
H -0.790 3.506 0.092
H -1.181 1.337 1.276
H -1.196 0.217 -1.585
H -0.751 -1.416 0.825
H 2.593 -3.315 -1.700
H 3.267 -5.071 0.259
H 1.518 -4.546 2.277
H -3.321 1.980 -0.166
H -5.740 1.663 0.145
H -5.221 -2.565 -0.143
H -2.803 -2.245 -0.461


Number 1: molecular weight 295.4 g/mol. Number 2: molecular weight 375.4 g/mol. Number 3: molecular weight 684.1 g/mol. Number 4: molecular weight 644.3 g/mol. Number 5: molecular weight 331.8 g/mol.